[1]
57
Properties=species:S:1:pos:R:3 method="wB97M-V/def2-TZVPD" smiles="Cc1cnn(CCCNC(=O)C[C@@H]2CCN(Cc3ccc(C(N)=O)cc3)C2)c1" multiplicity=1 total_charge=0 e_tot_ev=-33793.706 e_homo_ev=-9.0 orbital_gap_ev=9.5899 max_force_ev_per_a=1.06
C 1.0752 7.9871 -4.0713
C 1.1944 7.2862 -2.7554
C 2.2988 6.5778 -2.2430
N 2.0448 6.0495 -1.0540
N 0.7872 6.4086 -0.7808
C 0.1722 5.9870 0.4608
C 0.0543 4.4729 0.5483
C -0.6168 4.0410 1.8452
N -0.7578 2.5805 1.9879
C 0.4629 1.8704 2.1133
O 1.0482 1.8145 3.1673
C 0.8680 1.0016 0.9408
C -0.0266 -0.2385 0.8570
C 0.0777 -1.1819 2.0793
C 0.3505 -2.5634 1.4758
N -0.1288 -2.4480 0.1009
C 0.3051 -3.5247 -0.7629
C -0.3127 -4.8486 -0.3846
C -1.6689 -4.9304 -0.0775
C -2.2424 -6.1441 0.2536
C -1.4749 -7.3048 0.2699
C -2.1590 -8.5871 0.6381
N -1.5441 -9.7370 0.2360
O -3.2017 -8.6015 1.2626
C -0.1196 -7.2261 -0.0252
C 0.4556 -6.0039 -0.3441
C 0.3328 -1.1390 -0.3245
C 0.2419 7.1501 -1.7712
H 0.3444 8.7944 -4.0253
H 2.0294 8.4224 -4.3681
H 0.7650 7.3043 -4.8644
H 3.2694 6.4382 -2.6937
H 0.7676 6.3687 1.2924
H -0.8113 6.4569 0.5094
H -0.5195 4.1095 -0.3110
H 1.0565 4.0454 0.4741
H -0.0488 4.3993 2.7058
H -1.6151 4.4780 1.9203
H -1.2334 2.2515 1.1513
H 0.8048 1.5647 0.0047
H 1.9044 0.7001 1.0954
H -1.0670 0.0768 0.7390
H 0.8740 -0.8714 2.7557
H -0.8489 -1.1756 2.6514
H 1.4330 -2.7807 1.4856
H -0.1545 -3.3758 1.9978
H 0.0137 -3.2743 -1.7876
H 1.4054 -3.6225 -0.7580
H -2.2630 -4.0254 -0.0861
H -3.2910 -6.2174 0.5090
H -0.8385 -9.7248 -0.4771
H -2.0446 -10.5944 0.3958
H 0.5101 -8.1055 0.0312
H 1.5180 -5.9477 -0.5505
H -0.1401 -0.8382 -1.2616
H 1.4288 -1.1318 -0.4782
H -0.7655 7.5271 -1.6993

***

[2]
53
Properties=species:S:1:pos:R:3 method="wB97M-V/def2-TZVPD" smiles="CCCCN(CCCC)C[C@H](O)CN1C(=O)NC(C)(C)C1=O" multiplicity=1 total_charge=0 e_tot_ev=-27709.545 e_homo_ev=-7.9 orbital_gap_ev=8.4893 max_force_ev_per_a=0.53
C -3.2975 -3.9429 0.3010
C -3.9544 -2.6592 -0.1931
C -2.9496 -1.5374 -0.4542
C -2.3059 -1.0173 0.8393
N -1.4399 0.1396 0.7272
C -0.1041 -0.1031 0.2428
H 0.3072 -0.9389 0.8190
C 0.0758 -0.4305 -1.2665
O 0.0568 -1.8082 -1.5362
H 0.8745 -2.2032 -1.1860
C 1.3546 0.2278 -1.8225
N 2.4806 0.1649 -0.9113
C 3.0311 -0.9509 -0.3727
O 2.6738 -2.0928 -0.5501
C 4.1812 -0.4944 0.5269
N 4.1021 0.9399 0.3718
C 3.1036 1.3390 -0.4422
O 2.7746 2.4569 -0.7360
H 4.6973 1.5882 0.8569
C 3.9101 -0.9282 1.9686
H 3.7966 -2.0083 2.0031
H 2.9953 -0.4679 2.3360
H 4.7363 -0.6361 2.6123
C 5.5087 -1.0537 0.0138
H 5.4543 -2.1385 -0.0159
H 5.7113 -0.6856 -0.9895
H 6.3225 -0.7552 0.6703
H 1.1886 1.2915 -2.0083
H 1.6230 -0.2687 -2.7606
H -0.7696 -0.0223 -1.8302
H 0.4820 0.7897 0.4767
C -2.0771 1.3418 0.2223
C -1.3960 2.6067 0.7548
C -2.2573 3.8576 0.5811
C -2.4625 4.2399 -0.8803
H -3.0080 5.1783 -0.9527
H -3.0301 3.4774 -1.4072
H -1.5027 4.3622 -1.3774
H -1.7688 4.6880 1.0963
H -3.2284 3.6995 1.0562
H -1.1929 2.4559 1.8169
H -0.4430 2.7668 0.2474
H -3.1083 1.3290 0.5842
H -2.1082 1.3772 -0.8772
H -3.1013 -0.7496 1.5453
H -1.7112 -1.8132 1.2921
H -2.1735 -1.9052 -1.1245
H -3.4691 -0.7120 -0.9470
H -4.6959 -2.3239 0.5371
H -4.4832 -2.8725 -1.1254
H -2.8689 -3.8073 1.2905
H -2.5049 -4.2447 -0.3797
H -4.0296 -4.7459 0.3570

***

[3]
33
Properties=species:S:1:pos:R:3 method="wB97M-V/def2-TZVPD" multiplicity=1 total_charge=0 e_tot_ev=-21862.926 e_homo_ev=-9.1 orbital_gap_ev=8.0179 max_force_ev_per_a=10.21
O -0.1499 1.6418 3.1832
H -0.8962 2.1728 3.5399
H -0.3224 0.8157 3.7485
H -0.2313 1.5699 2.1480
C -0.6149 -0.0169 0.5118
O 0.5037 0.9860 0.7853
H -0.0304 -0.8045 -0.2943
H -1.2798 0.5074 -0.0130
H -0.9164 -0.5538 1.3342
O 1.2996 3.6401 0.1644
H 2.2316 3.5842 0.5948
H 1.2545 2.6753 0.0069
O 1.6147 1.3118 -1.8396
H 1.1536 1.3546 -2.5364
H 0.9602 1.2816 -1.1283
O -1.4517 -2.0052 -2.1143
H -0.4606 -2.1546 -1.9652
H -2.0286 -1.7329 -1.3115
O 1.1976 -2.3683 -2.6997
H 1.8004 -1.9046 -2.1723
H 1.6035 -1.9960 -3.5295
O 2.2098 -3.0394 0.0608
H 1.9948 -3.9722 -0.2683
H 1.4667 -2.7963 0.5813
O -3.4455 -0.6826 2.5887
H -2.6547 -0.5586 2.1839
H -3.8908 -0.2270 1.8001
O -3.2007 1.1917 -2.2113
H -3.7183 0.4572 -1.6404
H -2.9030 0.8454 -3.1664
O 3.1219 0.5794 1.4698
H 2.2725 0.5667 0.9491
H 3.5099 -0.3687 1.2400

***

[4]
15
Properties=species:S:1:pos:R:3 method="wB97M-V/def2-TZVPD" smiles=Cc1ccccc1 multiplicity=1 total_charge=0 e_tot_ev=-7388.631 e_homo_ev=-9.0 orbital_gap_ev=10.1175 max_force_ev_per_a=1.23
C -1.4291 -0.1850 1.6851
C -0.5075 -0.0621 0.4983
C -0.1348 1.1812 0.0037
C 0.7934 1.3031 -1.0224
C 1.4377 0.1772 -1.5026
C 0.9523 -1.0685 -1.1279
C 0.0831 -1.2000 -0.0591
H -0.9316 -0.5552 2.5789
H -1.8937 0.7809 1.8824
H -2.2579 -0.8394 1.4132
H -0.6536 2.0643 0.3550
H 1.0521 2.2929 -1.3731
H 2.2837 0.2135 -2.1754
H 1.3779 -1.9616 -1.5730
H -0.1723 -2.1413 0.4169

***

[5]
102
Properties=species:S:1:pos:R:3 method="wB97M-V/def2-TZVPD" smiles="CCOC(C)=O.c1ccncc1.c1ccncc1.c1ccncc1.c1ccncc1.c1ccncc1.c1ccncc1.c1ccncc1.c1ccncc1" multiplicity=1 total_charge=0 e_tot_ev=-62419.219 e_homo_ev=-9.2 orbital_gap_ev=9.7797 max_force_ev_per_a=3.50
O 1.3147 0.2585 0.8789
C 0.2399 0.5796 0.3818
O -0.5360 -0.2353 -0.3357
C -0.1884 -1.5762 -0.6410
C -0.7866 -2.5766 0.3475
C -0.3129 2.0226 0.5244
H 0.8913 -1.7222 -0.6110
H -0.4533 -1.7762 -1.6792
H -0.4134 -2.4497 1.3637
H -0.5915 -3.5789 -0.0339
H -1.8734 -2.5350 0.4205
H -0.0540 2.7061 -0.2842
H 0.0869 2.4837 1.4275
H -1.4025 2.0451 0.5416
N -1.6813 5.0108 3.3957
C -0.4774 4.5204 3.6941
C 0.7124 5.1927 3.4350
C 0.6588 6.4271 2.8270
C -0.5989 6.9492 2.4495
C -1.7145 6.1869 2.7773
H -0.3298 3.5606 4.1667
H 1.6906 4.8172 3.6968
H 1.5272 7.0693 2.8239
H -0.7578 7.9086 1.9798
H -2.6676 6.6299 2.5288
N 3.4458 -3.2934 -0.8379
C 4.4034 -3.8691 -1.6713
C 5.8320 -3.7056 -1.4101
C 6.1877 -2.9194 -0.2760
C 5.1953 -2.4031 0.5559
C 3.8674 -2.5693 0.2203
H 4.0263 -4.4947 -2.4668
H 6.5379 -4.0557 -2.1487
H 7.2090 -2.6327 -0.0732
H 5.3703 -1.7714 1.4142
H 3.0604 -2.2633 0.8696
N -5.0547 -3.8960 -0.0096
C -5.9942 -3.1507 -0.6640
C -5.6815 -2.6197 -1.9266
C -4.5454 -3.0096 -2.6145
C -3.6445 -3.8252 -1.9441
C -3.9423 -4.1811 -0.6445
H -6.9381 -2.9729 -0.1702
H -6.3479 -1.9649 -2.4683
H -4.2297 -2.6981 -3.5992
H -2.6629 -3.9673 -2.3717
H -3.2398 -4.7515 -0.0549
N -1.6684 0.8012 3.6905
C -2.7436 1.2759 3.0808
C -3.6866 0.4714 2.3925
C -3.4602 -0.9468 2.4292
C -2.3576 -1.3944 3.0868
C -1.4392 -0.4781 3.6313
H -3.0082 2.3191 3.1707
H -4.5816 0.8884 1.9551
H -4.1099 -1.5923 1.8568
H -2.1570 -2.4540 3.0289
H -0.5508 -0.8081 4.1493
N -0.6314 -6.5230 -0.6790
C 0.4822 -6.1783 -1.3468
C 0.9085 -6.8179 -2.5230
C 0.2329 -7.9191 -3.0210
C -1.0061 -8.2020 -2.4139
C -1.3870 -7.5417 -1.1983
H 0.9448 -5.2449 -1.0617
H 1.6629 -6.3837 -3.1624
H 0.5466 -8.3850 -3.9434
H -1.5692 -9.0353 -2.8075
H -2.3558 -7.7577 -0.7726
N -0.1796 3.1063 -6.3047
C 1.0951 2.7495 -5.9903
C 1.4387 2.1812 -4.7560
C 0.4464 1.9484 -3.8218
C -0.8978 2.2263 -4.1772
C -1.1441 2.7497 -5.4040
H 1.8100 3.0664 -6.7352
H 2.4786 1.9487 -4.5803
H 0.6910 1.6100 -2.8258
H -1.6758 2.0592 -3.4470
H -2.1419 3.0626 -5.6740
N 3.5324 -1.4213 5.9188
C 2.4399 -0.6821 6.2890
C 1.6812 0.0650 5.3090
C 2.1351 0.1291 4.0115
C 3.2352 -0.6198 3.6365
C 3.8869 -1.3973 4.6147
H 2.2221 -0.6321 7.3456
H 0.8069 0.6363 5.5841
H 1.6539 0.6558 3.2007
H 3.5804 -0.4999 2.6203
H 4.7123 -2.0059 4.2760
N 0.6652 5.1907 -2.3029
C 1.0476 5.7348 -1.1114
C 0.8268 7.0748 -0.8314
C 0.2614 7.8893 -1.8085
C -0.0269 7.3688 -3.0778
C 0.2494 5.9946 -3.3437
H 1.3425 5.0096 -0.3674
H 1.0522 7.4351 0.1614
H -0.0871 8.8948 -1.6241
H -0.4144 8.0193 -3.8479
H 0.0739 5.4540 -4.2620

***

[6]
19
Properties=species:S:1:pos:R:3 method="wB97M-V/def2-TZVPD" multiplicity=1 total_charge=+2 e_tot_ev=-9808.841 e_homo_ev="-18.8 / -18.8" orbital_gap_ev="6.9606 / 7.5534" max_force_ev_per_a=4.95
C -1.1811 0.2504 0.4346
C 0.8098 -0.6671 -0.9377
C -1.4177 -1.7037 -0.8814
C -1.1522 1.3214 2.7235
C 2.8954 0.6190 -1.5283
N -0.5631 -0.5709 -0.4953
N -0.8829 0.7254 1.5504
N 1.5942 0.2405 -1.2406
H -2.2515 0.3023 0.0568
H 0.8609 -1.7710 -1.0181
H -2.4383 -1.1953 -0.7971
H -1.1519 -1.8558 -1.9832
H -1.3621 -2.6421 -0.4044
H -0.2834 1.7418 3.2962
H -1.5056 2.4522 2.5787
H -1.6842 0.7462 3.3777
H 2.7790 1.7959 -1.3704
H 3.6501 0.0573 -0.8500
H 3.2845 0.1537 -2.5114